# 1
2 unconnected molecules or ions with the total composition C34H35N2O5S in a non-equilibrium geometry. Source: the Open Molecules 2025 dataset; level of theory: ωB97M-V with the def2-TZVPD basis set.

XYZ file:
```
77
Properties=species:S:1:pos:R:3
C -0.7461 -1.9260 3.8730
C -2.0933 4.1307 -2.6969
N 3.4433 -1.0556 1.6069
C -2.9998 0.5776 -2.9848
C 7.2343 -3.3733 1.7320
C -2.8599 7.0750 -3.1101
C -3.1551 0.5434 -5.4619
C -2.7980 -0.4722 1.1397
H -2.9712 1.6234 -5.4508
C 7.5760 -3.7107 3.0450
C -3.2847 -1.5582 -4.2221
H 9.0540 -5.1099 2.3698
H 6.1631 -2.0056 0.4393
H 0.5811 -4.9806 3.0536
C -3.9415 0.6276 -0.6940
C -0.6621 -3.3238 3.6960
H -1.3312 -1.9479 0.5808
C -3.7685 0.4280 0.6741
H 9.4949 -4.2649 3.8707
C -2.2457 2.7074 -2.2456
C 5.8437 -1.5834 2.5167
H -1.7144 -6.0905 4.0021
C -3.6165 -1.5444 -6.6169
H -2.6485 -0.6215 2.2121
H -2.2883 6.6861 -3.9603
O 5.3898 0.5898 1.0734
H 8.2876 -5.5653 3.9218
C 6.3910 -2.3021 1.4585
C -3.4833 -2.2500 -5.4138
H -3.2623 -2.0626 -3.2556
C -3.2950 7.0531 -0.7449
H -3.5728 0.4135 -7.5725
H -2.7234 8.1701 -3.0706
H -1.8572 -5.2648 2.4108
C -3.0794 -0.0041 -1.6167
H -0.3232 6.3588 -2.3822
C -0.9200 6.6707 -1.5152
O 4.4707 0.4600 3.3953
H -1.6469 -1.6033 -1.8954
O -1.7552 -4.0215 4.1231
H -4.3681 6.9128 -0.9585
H 7.6515 -3.9451 0.9072
H 7.0520 -3.3950 5.1158
H 1.9472 0.3151 2.0664
C -2.2020 -1.0105 -1.1621
C -3.4566 -0.1472 -6.6417
H -3.8447 -2.0840 -7.5334
C 0.4783 -3.8981 3.0777
H -0.6347 6.0909 -0.6268
H -1.6002 -1.5178 4.4076
C 1.2580 -1.6737 2.5264
O -2.6811 4.9616 -1.7906
C -3.1232 -0.1571 -4.2301
H -4.7348 1.2903 -1.0626
S 4.7966 -0.1734 2.1393
H -3.9443 6.9182 -3.2519
C 8.6585 -4.7235 3.3190
C -2.0382 -1.2006 0.2197
N -2.7306 1.8778 -3.0926
H -0.7044 7.7237 -1.2935
H -3.0931 6.6700 0.2616
H 5.5634 -1.4476 4.6421
C 0.1963 -1.1264 3.2797
C -2.4020 6.4379 -1.8133
H 0.1419 -0.0434 3.3968
C 6.0538 -1.9888 3.8372
C 1.4340 -3.0690 2.5009
C 2.2445 -0.7414 1.9794
O -1.5564 4.4574 -3.7334
H -3.5620 -3.3362 -5.3812
H 2.3211 -3.4973 2.0327
H -4.3854 0.9917 1.3738
H -1.9781 2.4984 -1.2027
C -2.1606 -5.2434 3.4678
C 6.9028 -3.0656 4.0889
H -3.1354 8.1423 -0.7142
H -3.2501 -5.2762 3.5642
```

## Properties
Maximum force in eV Å⁻¹: 1.89
HOMO in eV: -2.231
Charge: -1
Energy above the lowest of the compared OMol25 structures with the same formula, charge and spin in eV: 0.000


# 2
A molecular structure, C34H35N5O4RhSe2. Source: the Open Molecules 2025 dataset; level of theory: ωB97M-V with the def2-TZVPD basis set.

XYZ file:
```
81
Properties=species:S:1:pos:R:3
C -0.5931 4.0471 3.0076
C -0.9756 1.3012 -2.2865
H -1.0229 -6.8371 1.5231
N 2.3248 0.5464 -0.9165
C -2.1026 -5.5460 0.5633
H 0.2612 3.7702 2.3849
C 2.3589 0.3884 -2.3154
Se 0.0675 -1.9063 -0.1734
H 0.1590 -5.7627 -0.7096
H -5.1733 3.8385 2.1947
O -0.2558 1.2033 4.3317
H -0.9473 3.4909 0.1259
C 0.1394 1.0794 3.1666
H -1.8189 1.4895 -4.2452
C -1.7647 1.9929 2.1304
C 0.3417 -5.1854 0.1995
C -4.1421 2.0096 1.7409
C 2.6831 -0.8391 -2.9246
Se 0.4964 -2.5245 2.0491
H -2.2113 -0.1866 0.3776
C 3.2558 -1.9976 -2.1564
C 4.1300 -0.0569 2.2316
H -2.2534 -2.9247 -0.1192
H 4.4933 -0.2410 4.3392
H -1.2845 -3.6807 -1.3960
H 2.9732 -2.9425 -2.6253
C -1.8346 3.3240 2.5693
H 2.7636 -1.9208 -4.7623
H 0.9071 3.3382 -2.8894
H 2.6596 3.4883 -2.8085
H 1.1129 -4.4480 -0.0192
H 1.1921 -5.5979 1.8941
C -3.0657 3.9718 2.5847
C 3.7627 -0.0179 3.5713
C 1.5565 0.6067 2.9227
H 1.7782 2.8088 -1.4360
N -0.7064 1.8549 -1.0997
N 1.9230 0.5280 1.6415
H -2.1817 4.8340 -1.5660
O 0.8182 -6.1192 1.1730
H -0.7450 -4.6087 2.7884
N -3.3284 4.6039 -4.8800
H 4.3447 -1.9200 -2.1344
C 2.5265 -0.9672 -4.3017
C -2.0858 3.2637 -3.0444
H -0.6156 0.2906 -2.4297
C -2.7786 4.0080 -4.0662
N -0.5118 1.3509 2.0281
H -0.3387 3.7691 4.0324
Rh 0.6131 1.0359 0.2794
H -1.8600 -3.3704 2.2203
C 1.8166 2.8541 -2.5228
C -4.2200 3.3244 2.1745
C -2.8544 -0.0927 1.2540
C 2.0929 0.0872 -5.0901
H -3.8503 -0.4729 1.0179
H -2.1503 -5.9558 -0.4548
H -2.4007 -0.7215 2.0252
C -1.2808 -3.3584 -0.3519
C -2.9274 1.3346 1.7108
H 2.9174 -2.0170 -1.1239
C 1.8469 1.3130 -4.4933
C 2.4657 0.3316 3.9269
H -0.7364 5.1279 2.9578
C 1.9926 1.4820 -3.1212
C 3.1724 0.2331 1.2769
C -0.9748 -4.5032 0.6102
H -5.0395 1.4894 1.4228
H 2.1340 0.4014 4.9535
O 4.5718 0.0341 -0.6280
C -0.9175 -3.8729 2.0041
H 1.5436 2.1627 -5.0978
H -3.1121 5.0043 2.9153
H -3.0619 -5.0649 0.7721
C -1.1521 3.0966 -0.8593
O -1.9580 -6.5843 1.5164
C 3.4316 0.2689 -0.2133
C -1.6527 1.9679 -3.2909
C -1.8422 3.8357 -1.8005
H 1.9688 -0.0419 -6.1586
H 5.1314 -0.2968 1.9026
```

## Properties
Maximum force in eV Å⁻¹: 0.60
HOMO in eV: -3.899
Charge: -1
Energy above the lowest of the compared OMol25 structures with the same formula, charge and spin in eV: 0.000


# 3
A molecular structure, C34H35N6O2S3Tm in a non-equilibrium geometry. Source: the Open Molecules 2025 dataset; level of theory: ωB97M-V with the def2-TZVPD basis set.

XYZ file:
```
81
Properties=species:S:1:pos:R:3
H 1.0040 6.3581 0.9276
H -0.4716 2.5417 1.5355
N 1.7783 4.3858 0.4543
H 2.7262 4.4335 0.0260
H -2.9191 4.6167 -2.0356
C -2.4214 3.9757 -4.0835
C -3.2570 -3.9139 -2.6641
H -3.1545 -0.1218 -1.3477
C -2.2685 0.8854 0.4714
C -1.9419 -3.6939 -2.2904
H -0.4188 -4.3544 -0.7872
H 1.7708 5.3753 2.2598
S -0.6136 0.6089 -2.8635
C 1.1258 2.4955 5.4863
O 1.0004 -2.7017 -3.9656
H -0.3980 -4.2725 -4.0171
C 1.0225 -2.1697 -2.7404
C -2.5986 -0.1721 -0.4320
C 3.2212 -1.2922 -0.0587
H -1.8083 -1.7976 -3.2233
H 3.1754 -1.5662 4.3732
C 2.8012 -1.2101 1.3110
C -3.5332 -5.7603 -1.1876
H -1.3728 -1.7658 2.2922
C 0.1427 0.5332 4.5453
H -0.8263 1.7462 5.9866
H -3.7620 -3.3046 -3.4593
C -1.1332 -2.5976 -2.9161
H -3.4803 4.1044 -4.4131
S 1.8148 1.8478 -0.3213
H -1.6458 5.6407 -2.7780
H 2.4877 -2.8828 3.3557
C 1.4333 -1.0143 3.0414
H 0.5652 -1.6418 3.2383
H -1.8033 -6.0888 0.0911
Tm 0.0363 -0.4026 -0.2794
C -1.4279 -4.5203 -1.2654
H -0.6225 -0.1904 4.4793
H 3.6522 -2.2932 -3.6714
C 4.4916 -1.4017 -0.4938
H 5.6912 -1.9447 -2.1791
H -1.1762 0.8322 2.4636
O 3.6049 -1.6167 2.3123
C -2.2451 -1.3687 0.1453
C 1.2242 3.1843 0.5449
H 5.3106 -1.3307 0.1717
C 3.5749 -1.9528 -2.6661
C 2.3180 -1.8022 -2.1032
N 0.1473 3.2711 1.3513
C -0.3443 -3.1775 -4.1248
H -0.9497 4.9884 1.0480
H -5.0726 -4.9287 -2.4142
C 2.6772 -1.8182 3.4430
C 2.4231 1.0700 4.0261
H -4.1852 -6.4749 -0.6505
C -2.0744 4.6287 -2.7156
C 1.1812 5.3522 1.3581
C -4.0532 -4.8797 -2.1216
C -1.6854 -1.0561 1.4481
H 3.3753 0.8409 3.5719
N -0.0378 -2.0409 -2.0447
C -0.1526 4.6354 1.7234
C 1.3380 0.2444 3.8854
H -1.6950 4.3767 -4.8765
H -2.4831 -2.3338 -0.1394
C 4.6892 -1.7082 -1.8371
H -0.6994 -2.8638 -5.1022
S -0.7899 3.5786 -2.0013
H 3.2578 2.8085 5.0829
N 2.1698 -1.4065 -0.8412
H 1.0762 3.4408 6.1185
C 0.0638 1.6600 5.3863
C 2.3798 2.1898 4.8835
C -1.6969 0.3129 1.6261
H -2.5633 1.8429 -4.4768
C -1.2772 2.1355 -2.9655
N 1.5720 -0.8469 1.5832
H -0.3855 4.8097 2.7267
C -2.1941 -5.5502 -0.7387
N -2.1701 2.5422 -3.8718
H -2.5142 1.9375 0.3897
```

## Properties
Maximum force in eV Å⁻¹: 3.36
HOMO (spin up / spin down) in eV: -13.388 / -13.406
<S²>: 2.00
Charge: +2
Energy above the lowest of the compared OMol25 structures with the same formula, charge and spin in eV: 0.606
Spin multiplicity: 3


# 4
A molecular structure, C34H36ClIrN4O6PS3Se2 in a non-equilibrium geometry. Source: the Open Molecules 2025 dataset; level of theory: ωB97M-V with the def2-TZVPD basis set.

XYZ file:
```
88
Properties=species:S:1:pos:R:3
S 0.2322 1.3248 2.6827
H -2.0086 5.3634 2.8710
O -1.0725 0.6487 2.9742
H 3.0386 1.3227 1.9759
C -3.5167 0.1180 0.4365
C -1.3112 3.7124 -0.0225
C -1.1284 4.3786 1.1937
H -4.7043 4.0486 -0.1857
H -3.5212 1.4063 -2.3560
C 3.7984 -0.5668 2.6557
H 4.1934 -3.7313 3.8967
C -3.7026 4.1236 0.2155
H -4.3252 5.0704 2.0377
C -2.1956 4.8506 1.9373
S -8.0504 0.6439 0.4235
H -1.8073 -0.9723 0.1041
C -2.6218 3.6407 -0.5013
H -4.4083 -0.0261 -2.6247
C -5.6908 -0.6354 -0.2494
C 6.3733 -0.5494 -2.6011
C 4.5857 -2.8300 3.4285
C -4.3138 -0.8042 -0.2240
C 2.8150 0.3943 2.4893
O -8.2336 2.0569 0.1287
C 3.5172 -1.7792 3.2863
H 1.9981 -2.9289 4.2659
N 0.4199 -1.8598 -0.1697
C 2.7014 -3.4037 -2.3731
C -2.3952 -0.1638 -2.9045
H 2.0317 -5.9328 -0.1746
C 5.0624 -0.6495 -2.1719
N -2.0869 -0.0428 0.4138
H -0.2254 3.1364 4.1233
C 5.6151 -0.1859 -4.8554
N -2.3933 -1.4589 -3.1740
C 1.2308 -1.0436 3.6054
N -3.5402 0.4794 -2.7502
H 1.5282 2.7828 4.0610
H -5.9339 2.1651 1.6126
O -8.4988 -0.2687 -0.6178
H -6.3402 -1.3320 -0.7656
H -3.2511 -1.9798 -3.2604
C 2.3267 -2.3187 -1.6349
H 3.0756 -3.2640 -3.3818
H 7.1820 -0.6538 -1.8904
Ir -0.1962 1.1008 -0.3307
H 5.8305 -0.0058 -5.8998
Cl 0.4867 4.7408 1.7557
H 4.8466 -0.8270 -1.1249
C -5.4633 1.3384 1.0949
H 2.9152 -5.5465 -2.4682
C -3.4902 4.7048 1.4557
H 4.7991 -0.3777 2.2845
O -0.5068 -2.2106 -0.9633
H -3.8476 -1.6617 -0.7008
C -6.2739 0.4524 0.3892
H 7.6763 -0.2569 -4.2796
Se 0.9795 -0.7874 -4.1797
H 5.4147 -2.4670 4.0378
C 1.7619 -2.4661 -0.2465
C 1.7039 -3.8874 0.2154
C 2.2285 -1.9963 3.7648
H -1.7460 0.0701 1.3790
H 2.3265 -1.8627 0.4758
H 0.2163 -1.2232 3.9380
C 0.5298 2.3537 4.1154
Se 2.1759 0.9909 -1.1071
S -0.9051 0.7285 -2.8097
P 2.3328 -0.7254 -2.4663
H 3.4869 -0.1678 -5.1407
C 6.6497 -0.3234 -3.9448
O 0.3407 -0.7280 0.5554
H -3.4497 1.8582 1.6638
H -0.3668 3.2493 -1.8900
H 4.9939 -3.1058 2.4549
H -2.7572 3.2426 -1.4997
C 4.0184 -0.5180 -3.0909
C -0.2012 3.1320 -0.8208
H -1.5110 -1.9537 -3.1987
C 4.2954 -0.2819 -4.4318
C 1.5385 0.1403 2.9645
H 1.3013 -4.0472 1.2074
H 0.4213 1.6932 4.9744
O -8.3967 0.2568 1.7787
C 2.1019 -4.9221 -0.5545
C 2.6114 -4.7075 -1.8593
C -4.0887 1.1742 1.1208
H 0.7684 3.5434 -0.5487
```

## Properties
Maximum force in eV Å⁻¹: 1.04
HOMO (spin up / spin down) in eV: -7.376 / -7.375
<S²>: 8.82
Spin multiplicity: 6


# 5
A molecular structure, C34H36FeGeN6OS2 in a non-equilibrium geometry. Source: the Open Molecules 2025 dataset; level of theory: ωB97M-V with the def2-TZVPD basis set.

XYZ file:
```
81
Properties=species:S:1:pos:R:3
C 3.3714 -4.6704 1.2407
H 1.2643 -4.4448 1.5198
C -0.2563 -4.9544 -3.8435
C 0.0339 3.6804 1.3806
C 4.4887 -4.2808 0.5165
H 0.3498 -5.6865 -4.3641
C -2.1651 0.7422 3.4117
N -3.2773 1.6021 -0.0312
H -1.2644 -0.5065 1.9281
C -1.3417 0.4947 2.3312
H 0.6037 4.6413 3.8665
H -2.9664 -4.2703 4.1038
C -2.0574 -3.7470 0.8833
C 1.5105 -0.5567 -3.3057
C -2.7975 -4.2056 1.9661
C 0.1631 -0.4727 -0.8207
H -2.4097 -2.3588 -1.9822
C -1.7979 -3.0873 -2.5038
C 2.1282 -4.1239 0.9516
H 0.7300 8.7974 2.8588
H -2.0816 1.8113 -1.6233
H -0.9288 -2.9087 4.4709
C -0.7529 -0.0099 -4.6124
C 0.1933 5.0825 1.8073
H 3.4658 -5.4032 2.0337
C 0.0912 6.1244 0.8755
C 1.9739 -3.1742 -0.0574
C -0.5133 -3.3669 -2.0315
N 0.6373 3.1856 0.2791
C 4.3536 -3.3386 -0.4929
N 1.5903 3.9430 -0.3494
O -0.1578 1.3934 -2.5082
H 3.0241 -2.0424 -1.5491
N 3.5392 3.9428 -1.5571
H -1.6820 4.0899 3.5022
C -0.7069 2.7307 2.1255
H 0.2069 8.2259 0.5030
N -2.0323 2.0151 -0.6350
Ge 0.1956 -2.3586 -0.4673
H 5.2207 -3.0255 -1.0623
S 2.6902 1.5198 -0.8110
H -2.9314 2.3241 4.6757
C -2.2768 2.0759 3.8484
C -1.5287 -4.6533 -4.3063
H -0.1699 0.7638 -5.1067
H -3.2970 -3.4787 -3.9879
C -0.9086 -2.9823 1.0689
H 1.4346 -1.5339 -3.7863
H -3.5401 2.3018 0.6512
H -2.3734 -3.9947 -0.1241
H 1.8154 0.2067 -4.0181
H -1.8067 0.2592 -4.5578
S -0.1521 -0.1071 -2.6991
C -0.5191 -2.6896 2.3771
H -3.0542 0.7725 0.5064
C -2.3036 -3.7211 -3.6292
H 1.2360 -4.5638 -2.3543
N -0.6194 1.4176 1.7084
C 3.1094 -2.7912 -0.7707
C 0.2398 -4.3207 -2.7101
H 0.8980 6.9891 4.5375
C -2.3943 -3.9062 3.2590
H -1.9198 3.0173 -0.5366
H -2.7164 -0.0613 3.8800
C 0.4862 5.4269 3.1306
C 0.5733 7.7658 2.5679
C -1.5706 3.0563 3.2068
C 0.6673 6.7487 3.5062
H 0.3768 -2.0999 2.5437
H -0.1370 5.8829 -0.1514
H 5.4587 -4.7061 0.7440
H -0.6181 -0.9918 -5.0623
H 4.0702 3.3674 -2.1866
H 3.2790 4.8489 -1.9105
C -1.2518 -3.1440 3.4635
H -3.6850 -4.8047 1.7995
H 2.1973 -0.5775 -2.4683
C 0.2815 7.4430 1.2486
H -1.9150 -5.1443 -5.1914
C 2.5357 3.2618 -0.8936
Fe 0.3931 1.3140 -0.2193
```

## Properties
Maximum force in eV Å⁻¹: 1.17
HOMO (spin up / spin down) in eV: -2.474 / -4.234
<S²>: 8.83
Charge: -1
Energy above the lowest of the compared OMol25 structures with the same formula, charge and spin in eV: 1.273
Spin multiplicity: 6


# 6
A molecular structure, C34H36N9NaO5 in a non-equilibrium geometry. Source: the Open Molecules 2025 dataset; level of theory: ωB97M-V with the def2-TZVPD basis set.

XYZ file:
```
85
Properties=species:S:1:pos:R:3
O 1.3363 2.2598 2.2248
C -0.1201 0.9314 5.2578
C 0.1804 -4.3464 0.6524
N 0.9266 0.0016 -2.8553
H 3.4019 3.4457 6.1315
H -2.3729 2.9811 1.2868
H 4.4652 -3.9406 1.4968
C -1.5549 -2.5263 0.4197
H 0.6163 1.8409 7.5034
H -1.4166 -1.9056 -1.4149
C -1.2727 1.9242 5.0503
N 1.3868 2.4010 7.1814
C -1.1685 -5.9974 -1.1178
H 0.4648 -7.3652 -0.8607
H -3.0770 1.7000 2.0454
C -3.7249 -1.3565 -0.1175
H -3.1541 -0.5896 -0.6256
C -1.0344 -3.9257 0.1223
O -1.0198 -1.6325 -0.5783
N 2.4033 -0.7302 0.9147
H -3.3274 2.6296 -5.6760
C -0.4631 1.1352 -6.7040
C -1.0904 1.9114 2.4678
H 3.2933 2.6611 4.6221
C 2.5092 -1.6547 -0.0413
H -2.6483 -4.4548 -1.1927
N 1.4779 -0.2597 -1.6727
C 3.2333 -2.8330 0.1359
H -5.6090 -0.4149 -0.5170
C 0.0449 -6.4058 -0.5852
C 1.8247 2.1573 5.9020
N -2.5347 2.0325 -3.2089
H -1.3325 2.6062 5.9036
C -1.1838 2.7625 3.7639
C -5.8471 -2.2122 0.6259
C -3.0623 -2.4298 0.4708
H -0.3471 3.4630 3.8201
H 4.2587 -2.2091 3.2886
H -3.3833 2.5678 -3.2537
H 0.0854 0.9100 -7.6091
N 3.0694 2.6565 5.6044
N -2.2404 2.0183 1.5733
H -3.3011 -4.1898 1.6674
C -0.6500 1.0371 -4.3040
H -2.6252 1.8587 -1.1291
N -0.9898 0.9051 -1.8671
C -5.1896 -3.2701 1.2415
H -5.7601 -4.0154 1.7815
C 3.0054 -0.9510 2.0731
C 3.8879 -3.0390 1.3372
H -6.9261 -2.1356 0.6740
H 0.9707 0.1998 -5.4018
C -2.0539 1.5956 -2.0159
C -1.8613 1.7327 -4.3912
C -2.3774 2.1101 -5.6265
H 2.0865 2.5794 7.8814
O -0.4389 -0.9212 1.8127
H 1.5386 -2.3170 -1.8880
C 0.1641 2.2020 1.6269
H -1.0239 0.8543 2.7402
C -5.1080 -1.2525 -0.0456
O 0.0816 2.3557 0.4240
H -0.1833 0.5078 6.2689
H -2.1999 1.3445 5.0313
C -0.1857 0.6220 -2.9738
H 3.2610 -3.5685 -0.6579
H -2.0741 2.1126 -7.7394
N 1.1750 1.5230 5.0006
H 0.6996 -3.7098 1.3570
C -1.7010 -4.7648 -0.7676
C -1.0360 -2.0267 1.8389
C 3.7706 -2.0804 2.3323
H -2.0942 3.3618 3.7100
C -3.8111 -3.3770 1.1691
H -0.2292 0.0980 4.5608
H -1.7040 -6.6394 -1.8062
Na -0.0220 0.1721 0.2139
H 1.3428 2.0796 3.2316
C 0.7164 -5.5755 0.3004
C 1.7947 -1.4288 -1.3035
H 1.6626 -5.8877 0.7269
O -1.2964 -2.7589 2.7902
C -1.6742 1.8147 -6.7793
C 0.0392 0.7438 -5.4778
H 2.8582 -0.1914 2.8346
```

## Properties
Maximum force in eV Å⁻¹: 1.62
HOMO in eV: -7.830
Energy above the lowest of the compared OMol25 structures with the same formula, charge and spin in eV: 0.330


| no. | calculated total energy (a.u.) |
| --- | --- |
| 1 | -2200.45436 |
| 2 | -6804.93574 |
| 3 | -4075.05026 |
| 4 | -8890.77883 |
| 5 | -5857.85130 |
| 6 | -2348.65065 |